This record from the Open Molecules 2025 dataset describes a molecular structure, C4H4FeO5. The level of theory is wB97M-V/def2-TZVPD.

Atoms and positions in Å:
O: -1.2015 0.2321 -0.5058
H: 2.5556 -0.8273 -0.0899
O: -1.2557 -0.9987 1.4290
O: 0.5426 -1.1598 0.0689
C: 1.6090 -0.3258 -0.3282
C: 1.3946 0.9694 0.4846
O: 0.2139 0.7197 1.2176
C: -0.4937 -0.3434 0.5971
H: 1.5714 -0.1329 -1.4110
H: 1.2749 1.8447 -0.1719
H: 2.2099 1.1685 1.1923
Fe: -3.0294 -0.9522 0.8418
C: -2.5062 -0.3626 -1.1467
O: -2.8854 0.1683 -2.1777

Computed properties:
**Multiplicity**: 6
**LUMO level (spin up / spin down)**: 3.71 / 3.70 eV
**HOMO energy (spin up / spin down)**: -2.14 / -4.77 eV
**Net charge**: -1
**Maximum force**: 3.04 eV/A
**ΔE to the lowest compared entry with this formula, charge and spin**: 24.8 kJ/mol

=====

This record from the Open Molecules 2025 dataset describes a molecular structure, C4H4FeO5. The level of theory is wB97M-V/def2-TZVPD.

Atoms and positions in Å:
O: -2.7870 -2.1392 0.4427
C: -1.6250 -1.7334 0.4034
O: -0.6350 -2.2521 1.0332
O: -1.3546 -0.7389 -0.4730
C: -0.0132 -0.5172 -1.0335
H: -0.0271 -1.0316 -2.0093
C: 0.1132 0.9742 -1.2997
H: -0.8545 1.4425 -1.5557
H: 0.5314 1.5202 -0.4403
H: 0.7896 1.1347 -2.1535
C: 1.5814 1.6052 2.2259
O: 2.3633 0.8381 1.8417
O: 0.7997 2.3577 2.6308
Fe: 1.1178 -1.4602 0.3872

Computed properties:
**Multiplicity**: 6
**LUMO level (spin up / spin down)**: -6.21 / -9.02 eV
**HOMO energy (spin up / spin down)**: -15.20 / -14.35 eV
**Net charge**: +1
**Maximum force**: 3.63 eV/A
**ΔE to the lowest compared entry with this formula, charge and spin**: 44.1 kJ/mol

=====

This record from the Open Molecules 2025 dataset describes a molecular structure, C4H4GdO. The level of theory is wB97M-V/def2-TZVPD.

Atoms and positions in Å:
H: -1.6083 -0.6083 0.1285
C: -1.3662 -0.9022 -1.0717
C: -0.1435 -0.1092 -1.0698
C: 0.1592 0.3662 0.1848
C: 0.9147 0.5701 1.1718
O: 1.6970 0.7299 2.0699
Gd: 3.5811 1.8968 3.3983
H: -1.1848 -1.9803 -1.0607
H: -2.0623 -0.5401 -1.8415
H: 0.0130 0.5770 -1.9096

Computed properties:
**Multiplicity**: 8
**LUMO level (spin up / spin down)**: -14.22 / -15.85 eV
**HOMO energy (spin up / spin down)**: -23.38 / -21.86 eV
**Net charge**: +3
**Maximum force**: 3.81 eV/A
**ΔE to the lowest compared entry with this formula, charge and spin**: 0.0 kJ/mol

=====

This record from the Open Molecules 2025 dataset describes a molecular structure, C4H4HgLiO. The level of theory is wB97M-V/def2-TZVPD.

Atoms and positions in Å:
C: 3.3840 0.1300 0.3802
C: 3.5237 1.3221 0.7535
O: 2.7647 -3.5764 -1.6474
C: 3.0610 -2.3196 -0.6307
C: 2.7351 -2.1531 -2.0440
H: 4.0978 -2.4545 -0.3094
H: 2.2591 -2.3730 0.1105
H: 3.5469 -1.8558 -2.7151
H: 1.7438 -1.7579 -2.2782
Li: 4.2280 -4.5956 -2.2924
Hg: 0.7448 -4.7227 -1.6090

Computed properties:
**Multiplicity**: 2
**LUMO level (spin up / spin down)**: -2.36 / -2.36 eV
**HOMO energy (spin up / spin down)**: -7.14 / -6.77 eV
**Net charge**: 0
**Maximum force**: 3.16 eV/A
**ΔE to the lowest compared entry with this formula, charge and spin**: 234.6 kJ/mol